No. 1
Molecular formula: C6H8NaO6Rb
Method: DFT, ωB97M-V/def2-TZVPD

Energy (a.u.): -871.20402
Energy above the lowest of the compared OMol25 structures with the same formula, charge and spin (eV): 0.477

Last column: natural (NBO) charge in e.
Cartesian coordinates (Å):
Rb: -0.411 -2.962 4.121  1.00
Na: 1.541 -1.758 -0.735  0.93
O: 1.765 0.337 0.431  -0.58
O: 0.759 -1.319 -2.767  -0.87
O: -0.812 0.067 -1.998  -0.63
O: 0.122 1.132 1.710  -0.53
O: -0.209 -1.203 0.732  -0.83
O: 1.348 -0.642 2.419  -0.84
C: -1.470 -0.898 0.168  -0.08
C: -1.521 -0.989 -1.345  -0.13
C: 1.585 1.690 0.006  -0.11
C: 0.324 -0.155 -2.795  0.34
C: 0.240 2.058 0.622  -0.10
C: 0.876 0.026 1.460  1.01
H: 1.574 1.714 -1.090  0.23
H: -2.243 -1.590 0.545  0.13
H: -1.782 0.106 0.500  0.16
H: -0.583 1.892 -0.085  0.20
H: 2.410 2.295 0.404  0.17
H: -2.574 -0.906 -1.653  0.17
H: -1.147 -1.966 -1.684  0.18
H: 0.207 3.072 1.030  0.19

=====

No. 2
Molecular formula: C6H8O2
Method: DFT, ωB97M-V/def2-TZVPD

Energy (a.u.): -383.66863
Energy above the lowest of the compared OMol25 structures with the same formula, charge and spin (eV): 6.571

Last column: natural (NBO) charge in e.
Cartesian coordinates (Å):
O: 0.506 1.394 -0.375  -0.47
O: 1.013 -1.384 -0.194  -0.49
C: -1.428 -0.084 1.164  -0.65
C: -0.208 0.675 -1.023  0.11
C: 1.806 -0.453 0.489  0.01
C: 1.516 0.793 0.303  0.03
C: 0.061 -0.811 -0.985  0.05
C: -1.208 -0.314 -0.411  -0.31
H: -2.710 0.375 1.112  0.22
H: -1.368 -0.987 1.927  0.24
H: -2.116 -0.205 -1.061  0.24
H: -0.302 0.938 -2.159  0.18
H: 2.479 1.545 0.612  0.21
H: 2.646 -0.897 0.895  0.21
H: 0.062 -1.440 -2.004  0.20
H: -0.750 0.853 1.709  0.23

=====

No. 3
Molecular formula: C6H8O2
Method: DFT, ωB97M-V/def2-TZVPD

Energy (a.u.): -383.81496
Energy above the lowest of the compared OMol25 structures with the same formula, charge and spin (eV): 2.589

Last column: natural (NBO) charge in e.
Cartesian coordinates (Å):
O: -2.305 -0.599 0.129  -0.69
O: 2.293 -0.585 0.118  -0.70
C: -0.988 -0.169 0.029  0.20
C: 0.968 -0.135 0.105  0.22
C: -0.682 1.338 0.031  -0.22
C: 0.621 1.383 0.110  -0.23
C: 0.059 -0.701 -0.973  -0.43
C: -0.057 -0.648 1.154  -0.39
H: 0.129 -1.807 -1.050  0.22
H: 2.797 -0.172 -0.598  0.47
H: 0.101 -0.186 -1.924  0.20
H: 1.266 2.268 0.194  0.23
H: -1.447 2.163 -0.082  0.23
H: -2.746 -0.331 -0.692  0.47
H: 0.051 -1.716 1.346  0.22
H: -0.061 -0.103 2.103  0.21

=====

No. 4
Molecular formula: C6H8O2
Method: DFT, ωB97M-V/def2-TZVPD

Energy (a.u.): -383.74496
Energy above the lowest of the compared OMol25 structures with the same formula, charge and spin (eV): 4.494

Last column: natural (NBO) charge in e.
Cartesian coordinates (Å):
O: 0.354 -0.065 1.861  -0.69
O: -0.916 2.525 -0.393  -0.67
C: -0.672 1.743 0.697  0.02
C: -1.909 -1.584 -0.773  -0.25
C: 0.454 -0.172 -0.558  -0.28
C: -0.088 0.498 0.669  0.22
C: 1.636 -1.098 -0.387  -0.61
C: -0.973 -0.884 -0.488  -0.02
H: -2.694 -2.207 -1.093  0.24
H: 0.443 0.418 -1.474  0.23
H: 0.206 0.571 2.572  0.49
H: 1.528 -1.963 -1.047  0.22
H: 2.562 -0.575 -0.617  0.22
H: 1.704 -1.495 0.624  0.24
H: -0.458 2.167 -1.167  0.47
H: -1.178 2.121 1.575  0.18

=====

No. 5
Molecular formula: C6H8O2
Method: DFT, ωB97M-V/def2-TZVPD

Energy (a.u.): -383.66761
Energy above the lowest of the compared OMol25 structures with the same formula, charge and spin (eV): 6.599

Last column: natural (NBO) charge in e.
Cartesian coordinates (Å):
O: -0.653 1.457 -0.300  -0.51
O: 0.454 -2.014 -0.884  -0.71
C: 0.726 1.573 -0.394  -0.07
C: -1.144 0.069 -0.155  0.29
C: 0.218 -0.725 -0.001  0.17
C: 1.486 0.204 -0.118  -0.27
C: 1.086 -0.568 1.156  -0.45
C: -2.443 -0.388 0.293  -0.52
H: 1.000 2.347 0.213  0.18
H: 1.103 1.991 -1.386  0.18
H: 0.627 0.232 1.762  0.23
H: 1.739 -1.385 1.427  0.26
H: -3.142 0.617 -0.074  0.23
H: -0.679 -1.944 -1.323  0.47
H: 2.514 -0.022 -0.700  0.25
H: -2.893 -1.445 0.485  0.27

=====

No. 6
Molecular formula: C6H8O2
Method: DFT, ωB97M-V/def2-TZVPD

Energy (a.u.): -383.57251
Energy above the lowest of the compared OMol25 structures with the same formula, charge and spin (eV): 9.187

Last column: natural (NBO) charge in e.
Cartesian coordinates (Å):
O: 0.585 -0.613 1.856  -0.73
O: 1.302 -0.509 -0.582  -0.50
C: -0.933 -0.181 0.245  -0.50
C: -0.530 -1.638 -1.799  -0.46
C: -0.108 -0.950 -0.788  0.30
C: 0.975 0.879 -0.103  -0.06
C: 0.742 1.707 1.180  -0.38
C: 0.038 0.417 1.128  0.18
H: -1.575 -2.007 -1.871  0.23
H: 1.447 1.858 2.150  0.27
H: -1.577 -0.836 0.756  0.24
H: -0.182 -1.743 -2.956  0.24
H: -0.082 1.251 -0.611  0.20
H: 1.496 -0.688 0.843  0.48
H: -1.819 0.441 -0.277  0.23
H: 0.221 2.612 0.828  0.24